No. 1
{"formula": "C12H19NO2", "method": "ωB97M-V/def2-TZVPD", "elements": ["C", "C", "C", "C", "C", "O", "N", "H", "H", "H", "H", "H", "H", "H", "H", "H", "H", "H", "C", "C", "C", "C", "C", "C", "C", "O", "H", "H", "H", "H", "H", "H", "H", "H"], "xyz": [[-1.88343, 0.70473, 0.92032], [-3.38458, 0.66855, 1.64727], [-0.23803, 0.29368, 2.59244], [-1.75559, 3.50707, 1.75063], [-0.61756, 2.62175, 1.76389], [0.60177, 2.88684, 1.78940], [-0.83651, 1.25855, 1.66226], [-1.62074, -0.38992, 0.58016], [-1.85352, 1.39016, -0.02361], [-3.95020, -0.07828, 1.18010], [-4.11381, 1.56633, 1.48912], [-0.74526, -0.29819, 3.25931], [-1.95205, 3.89664, 0.80130], [-3.32317, 0.18905, 2.73327], [0.54078, -0.22940, 2.25637], [0.24164, 0.72740, 3.53104], [-3.00000, 3.31970, 1.74634], [-1.74189, 4.40539, 2.44406], [1.82752, -4.07150, -2.78194], [1.56643, 0.04184, -1.38536], [2.31131, -0.90594, -0.58661], [1.36805, -0.23096, -2.72450], [2.52472, -2.07290, -1.16559], [1.73892, -1.53359, -3.31460], [2.21757, -2.55424, -2.52818], [1.27419, 1.38368, -1.01562], [1.31025, 1.48279, 0.00571], [2.85632, -0.61047, 0.27465], [1.03656, 0.52631, -3.43122], [3.10464, -2.80699, -0.52046], [1.49437, -1.84240, -4.33209], [0.85940, -3.90436, -3.28400], [1.68845, -4.65812, -1.89119], [2.45343, -4.68318, -3.44269]], "lumo_energy_ha": 0.026, "spin_multiplicity": 1, "smiles": "CCN(C)C(C)=O.Cc1ccc(O)cc1", "gap_ev": 8.918, "total_charge": 0, "largest_force_ev_per_a": 6.15, "total_energy_ha": -673.7001, "relative_energy_kj_mol": 483.44}

***

No. 2
{"formula": "C12H19NO2S2", "method": "ωB97M-V/def2-TZVPD", "elements": ["C", "C", "C", "C", "H", "H", "S", "N", "S", "O", "O", "C", "C", "C", "C", "C", "C", "H", "H", "C", "H", "H", "H", "H", "H", "C", "H", "H", "H", "H", "H", "H", "H", "H", "H", "H"], "xyz": [[5.02194, -0.31049, 1.43461], [5.09137, 0.04265, -0.04623], [3.77512, 0.61802, -0.57747], [2.65560, -0.40694, -0.54915], [2.95580, -1.32555, -1.05400], [2.31216, -0.64661, 0.45448], [1.17162, 0.15660, -1.49569], [0.13658, -1.01809, -1.45899], [-0.45431, -1.61967, -0.05638], [-0.60600, -3.03752, -0.19395], [0.29910, -1.14098, 1.08885], [-2.08180, -0.87776, -0.00442], [-2.93302, -1.09609, -1.06931], [-4.18782, -0.51398, -1.06429], [-4.59521, 0.28541, 0.00003], [-3.72035, 0.49125, 1.06142], [-2.46287, -0.08798, 1.06064], [-1.77292, 0.05615, 1.87789], [-4.02772, 1.10772, 1.89394], [-5.96422, 0.89393, 0.01593], [-5.96016, 1.84751, 0.53869], [-6.33524, 1.04413, -0.99483], [-6.65673, 0.23016, 0.53415], [-4.86123, -0.68022, -1.89254], [-2.59386, -1.71800, -1.88198], [0.60937, 1.45312, -0.31539], [1.31881, 2.27122, -0.34679], [-0.36724, 1.78967, -0.64813], [0.54401, 1.01214, 0.67320], [3.92380, 0.95289, -1.60721], [3.50498, 1.48653, 0.02560], [5.88035, 0.78217, -0.20085], [5.35392, -0.84703, -0.62170], [5.99107, -0.65907, 1.78315], [4.74118, 0.56117, 2.02182], [4.29391, -1.09642, 1.61488]], "lumo_energy_ha": 0.021, "spin_multiplicity": 1, "gap_ev": 9.586, "total_charge": 0, "largest_force_ev_per_a": 1.60, "total_energy_ha": -1470.2174, "relative_energy_kj_mol": 86.88}

***

No. 3
{"formula": "C12H20", "method": "ωB97M-V/def2-TZVPD", "elements": ["C", "C", "C", "C", "C", "C", "C", "C", "H", "H", "H", "H", "H", "H", "H", "H", "H", "H", "C", "C", "C", "C", "H", "H", "H", "H", "H", "H", "H", "H", "H", "H"], "xyz": [[-0.50593, 1.38212, -1.74820], [-0.34821, 2.82125, -1.14195], [-1.61206, 0.59066, -1.33447], [-2.19576, -0.39121, -2.23956], [-2.20288, 0.61886, -0.13285], [-3.04814, -1.29888, -1.70598], [-3.13786, -0.37378, 0.40808], [-3.59864, -1.38079, -0.39163], [-0.45786, 1.47198, -2.85357], [0.50212, 0.82007, -1.71104], [-0.31294, 2.59379, -0.10323], [-1.84719, -0.35060, -3.34107], [-1.81092, 1.32243, 0.61688], [-3.23393, -2.12801, -2.33569], [-3.52540, -0.23717, 1.37941], [-4.18585, -2.17172, -0.08827], [-1.08768, 3.46158, -1.41260], [0.69953, 3.14275, -1.24789], [2.10714, -0.55536, 1.06416], [1.72153, 0.05108, 2.50221], [3.64065, -0.35175, 0.89621], [1.59670, -1.99756, 0.92908], [1.53434, 0.13086, 0.34333], [2.09901, 1.09623, 2.46731], [3.63079, 0.49115, 0.03195], [4.15982, -0.01469, 1.71934], [4.07950, -1.24019, 0.43225], [0.52954, -2.04935, 0.70855], [2.25234, -2.60241, 0.16684], [1.82713, -2.37277, 2.00227], [2.02413, -0.51347, 3.35449], [0.70698, 0.03491, 2.76565]], "lumo_energy_ha": 0.031, "spin_multiplicity": 1, "smiles": "CCc1ccccc1.CC(C)C", "gap_ev": 9.915, "total_charge": 0, "largest_force_ev_per_a": 5.64, "total_energy_ha": -469.1423, "relative_energy_kj_mol": 259.77}

***

No. 4
{"formula": "C12H20BF2HgNO18S2", "method": "ωB97M-V/def2-TZVPD", "elements": ["Hg", "O", "C", "C", "O", "H", "H", "H", "H", "O", "C", "C", "O", "H", "H", "H", "H", "O", "C", "O", "B", "O", "C", "O", "O", "C", "O", "C", "O", "O", "N", "S", "O", "O", "F", "S", "O", "O", "F", "C", "C", "O", "H", "H", "H", "H", "H", "H", "C", "C", "O", "H", "H", "H", "H", "H", "H"], "xyz": [[-0.11064, 0.86439, -0.22427], [-1.93488, 1.22441, 1.16098], [-2.71007, 2.35605, 0.71881], [-3.18507, 3.42344, 1.73176], [-2.38971, 4.06795, 2.56796], [-3.57861, 1.97639, 0.12606], [-2.07628, 2.84739, -0.03660], [-4.02640, 2.98851, 2.36813], [-3.80093, 4.11887, 1.06090], [1.20906, 1.50706, 1.53893], [2.48219, 2.04162, 1.64448], [2.94846, 3.12121, 2.74385], [2.24636, 3.32020, 3.85955], [2.82695, 2.45354, 0.66776], [3.19219, 1.18505, 1.85116], [2.96608, 4.10878, 2.18358], [4.02550, 2.86547, 2.99112], [-0.13730, -1.12675, 3.67573], [-0.03848, -2.13526, 3.07694], [-0.13285, -3.40201, 3.56653], [-0.17600, -4.35522, 2.47050], [-0.05826, -3.57422, 1.24480], [0.01134, -2.26717, 1.53433], [0.04068, -1.37988, 0.73857], [-1.46363, -5.13570, 2.49351], [-1.20658, -6.41789, 2.62675], [-2.03848, -7.28804, 2.71833], [0.31411, -6.57757, 2.83512], [0.87214, -5.41736, 2.61216], [0.84215, -7.60996, 3.13299], [-0.24843, 2.31434, -2.08675], [-1.08986, 2.55956, -3.42440], [-0.62429, 1.83881, -4.58105], [-1.61059, 3.87142, -3.66393], [-2.40779, 1.77458, -3.01127], [0.41232, 3.84354, -1.85300], [-0.21293, 4.66248, -0.91052], [0.99583, 4.41676, -3.03783], [1.73348, 3.33180, -1.14932], [-2.15645, -2.69333, -2.31728], [-1.93677, -1.23000, -2.71011], [-1.86993, -0.40552, -1.56562], [-1.61173, -2.84215, -1.38253], [-1.80565, -3.40269, -3.06809], [-3.21744, -2.84797, -2.10351], [-2.73700, -0.87664, -3.37532], [-1.02177, -1.11943, -3.29387], [-2.69477, -0.53686, -1.08242], [3.68349, 0.53907, -1.35022], [2.83549, -0.66973, -1.69947], [1.46481, -0.21109, -1.74632], [3.69428, 0.79886, -0.29160], [3.45832, 1.35653, -2.02941], [4.72686, 0.21962, -1.53412], [2.94060, -1.53313, -1.04552], [3.07291, -1.01774, -2.71395], [1.31402, 0.07562, -2.65300]], "lumo_energy_ha": 0.270, "spin_multiplicity": 1, "gap_ev": 2.317, "total_charge": -4, "largest_force_ev_per_a": 4.11, "total_energy_ha": -3052.4217, "relative_energy_kj_mol": 0.00}